Entry from the Open Molecules 2025 dataset: a cluster of 12 separate species, C4H32NO12S in total (wB97M-V/def2-TZVPD).

Cartesian coordinates (Å):
C  0.60  -0.61  -0.11
N  1.39  0.44  -0.89
C  0.53  1.46  -1.50
O  -0.54  1.96  -0.68
C  1.63  -1.32  0.73
C  1.93  -0.89  2.14
S  3.61  -0.02  2.51
H  -0.18  0.03  0.52
H  0.02  -1.14  -0.87
H  1.94  0.97  -0.20
H  1.30  2.24  -1.47
H  0.08  1.18  -2.46
H  2.56  -1.43  0.19
H  1.34  -2.42  0.71
H  1.87  -1.74  2.80
H  1.09  -0.38  2.60
H  3.10  1.15  2.79
H  1.85  -0.48  -2.58
H  2.03  -1.70  -3.64
O  1.91  -0.77  -3.57
H  -2.40  -0.54  2.16
H  -2.97  -0.46  -0.78
O  -2.46  -1.43  1.90
H  -1.13  -2.06  -2.88
H  -2.31  -1.32  -2.33
O  -1.55  -1.19  -2.89
H  -2.49  1.70  1.33
H  -3.85  2.40  1.42
O  -3.02  2.33  1.92
H  2.51  3.45  -0.75
H  2.99  3.20  0.64
O  2.90  3.95  -0.01
H  -2.31  -3.38  -0.13
H  -1.85  -4.18  -1.33
O  -2.00  -4.26  -0.38
H  -3.75  -2.21  -0.79
H  -2.62  -1.72  0.95
O  -2.90  -1.91  -0.58
H  -0.77  -2.30  2.74
H  -1.07  -3.49  2.12
O  -0.42  -3.20  2.72
H  -0.42  3.96  0.64
H  -1.17  4.26  1.88
O  -0.69  4.68  1.19
H  4.56  0.96  -0.75
H  3.83  1.91  -1.81
O  3.99  1.70  -0.90
H  -2.64  0.91  -1.31
H  -1.22  1.19  -0.59
O  -2.82  0.52  -0.44

Values from the calculation:
spin multiplicity	2
lowest unoccupied orbital energy (spin up / spin down)	0.1254 / 0.1534	hartree
charge	-2
total energy	-41560.7986	eV
orbital gap (spin up / spin down)	1.28 / 8.23	eV

Partial charges, Löwdin, in e:
1. C -0.18
2. N -0.08
3. C -0.28
4. O -0.12
5. C -0.31
6. C -0.55
7. S -0.04
8. H 0.14
9. H 0.10
10. H 0.07
11. H 0.09
12. H 0.12
13. H 0.08
14. H 0.12
15. H 0.04
16. H 0.06
17. H -0.22
18. H 0.04
19. H -0.01
20. O -0.11
21. H -0.01
22. H 0.00
23. O -0.09
24. H 0.03
25. H -0.02
26. O -0.07
27. H 0.03
28. H 0.04
29. O -0.10
30. H -0.02
31. H 0.04
32. O -0.10
33. H -0.04
34. H 0.01
35. O -0.10
36. H -0.01
37. H -0.01
38. O -0.32
39. H 0.01
40. H -0.02
41. O -0.07
42. H -0.02
43. H 0.00
44. O -0.05
45. H 0.03
46. H 0.03
47. O -0.08
48. H 0.04
49. H 0.05
50. O -0.14

Entry from the Open Molecules 2025 dataset: a cluster of 13 separate species, C4H32NO14 in total (wB97M-V/def2-TZVPD).

Cartesian coordinates (Å):
O  1.09  -0.62  -0.80
C  0.93  0.33  -0.02
O  1.57  1.41  -0.18
C  -0.38  0.26  0.77
C  0.07  -0.10  2.23
C  -0.38  0.94  3.29
N  -1.31  -0.81  0.33
H  -0.96  1.26  0.90
H  1.06  -0.40  2.36
H  -0.43  -1.06  2.42
H  -0.27  0.43  4.32
H  0.19  1.79  3.27
H  -1.48  1.06  3.15
H  -0.66  -1.54  -0.16
H  -1.78  -0.41  -0.49
H  3.51  0.44  0.85
H  3.43  -0.66  1.88
O  3.05  0.22  1.66
H  -3.62  1.09  0.03
H  -2.69  1.45  -1.18
O  -3.21  0.76  -0.76
H  1.16  -2.27  -1.82
H  -0.02  -2.89  -2.45
O  0.72  -3.17  -1.95
H  0.16  -3.79  0.24
H  1.15  -2.82  0.08
O  0.90  -3.45  0.75
H  -1.60  3.49  -2.15
H  -0.77  2.40  -1.60
O  -1.55  2.51  -2.09
H  1.06  3.64  -0.75
H  1.22  3.55  -2.30
O  0.60  3.75  -1.63
H  0.00  -0.26  -3.28
H  -1.16  0.74  -2.97
O  -0.92  -0.08  -3.46
H  2.69  0.73  -1.66
H  3.17  -0.53  -2.18
O  3.48  0.38  -2.12
H  -2.98  -1.17  2.79
H  -2.69  -0.05  1.80
O  -3.31  -0.26  2.53
H  -3.08  -1.90  -1.49
H  -2.70  -1.36  -2.98
O  -2.76  -2.11  -2.41
H  1.30  2.64  1.03
H  2.05  3.91  1.55
O  1.21  3.53  1.33
H  0.08  -2.85  3.75
H  0.68  -3.34  2.46
O  0.65  -3.55  3.42

Values from the calculation:
lowest unoccupied orbital energy	0.0976	hartree
charge	-1
ΔE to the lowest compared entry with this formula, charge and spin	334.0	kJ/mol
total energy	-34825.5110	eV
orbital gap	8.96	eV

Partial charges, Löwdin, in e:
1. O -0.05
2. C -0.61
3. O -0.09
4. C -0.28
5. C -0.21
6. C -0.08
7. N 0.03
8. H 0.17
9. H 0.06
10. H 0.08
11. H 0.10
12. H 0.02
13. H 0.06
14. H 0.10
15. H 0.01
16. H 0.03
17. H 0.07
18. O -0.05
19. H 0.04
20. H -0.01
21. O -0.06
22. H 0.04
23. H 0.01
24. O -0.07
25. H 0.05
26. H 0.00
27. O -0.05
28. H 0.09
29. H -0.01
30. O -0.06
31. H 0.05
32. H 0.03
33. O -0.06
34. H 0.02
35. H 0.02
36. O -0.05
37. H -0.01
38. H 0.01
39. O -0.09
40. H 0.06
41. H -0.01
42. O -0.11
43. H 0.05
44. H -0.01
45. O -0.07
46. H -0.04
47. H 0.04
48. O -0.05
49. H 0.01
50. H -0.02
51. O -0.10

Entry from the Open Molecules 2025 dataset: a cluster of 13 separate species, C4H32NO15 in total (wB97M-V/def2-TZVPD).

Cartesian coordinates (Å):
O  1.27  0.38  -0.04
C  0.18  0.96  -0.32
O  0.04  2.16  -0.39
C  -1.02  -0.08  -0.52
C  -0.63  -1.41  -1.19
C  -1.70  -1.83  -2.18
O  -2.53  -2.75  -1.53
N  -1.59  -0.23  0.86
H  -1.81  0.51  -1.18
H  -0.56  -2.29  -0.51
H  0.35  -1.31  -1.62
H  -1.36  -2.39  -3.05
H  -2.28  -0.97  -2.33
H  -3.07  -2.40  -0.75
H  -1.30  -1.16  1.34
H  -1.43  0.60  1.41
H  -1.36  3.08  3.14
H  -0.44  1.81  3.38
O  -0.77  2.40  2.85
H  -0.69  -3.78  2.48
H  -0.94  -3.97  1.01
O  -0.94  -3.33  1.70
H  0.11  3.61  -2.64
H  0.41  4.09  -1.24
O  0.58  4.32  -2.21
H  0.78  3.15  1.93
H  1.81  2.66  0.95
O  1.55  3.42  1.48
H  -2.12  4.14  0.05
H  -1.22  3.11  0.51
O  -1.67  3.93  0.87
H  -4.77  0.91  -0.36
H  -3.75  0.11  0.65
O  -4.60  0.07  0.20
H  2.50  -1.71  -1.80
H  3.51  -2.40  -0.92
O  2.65  -2.46  -1.22
H  2.25  -1.58  0.52
H  1.81  -2.56  1.48
O  2.55  -1.98  1.29
H  0.48  -0.39  2.10
H  1.95  -0.02  2.54
O  1.07  -0.12  2.93
H  -1.57  -4.02  -0.94
H  -0.08  -4.27  -0.94
O  -0.86  -4.58  -0.61
H  3.10  0.39  -0.89
H  4.42  0.44  -1.57
O  3.81  -0.19  -1.23
H  2.80  3.39  -1.30
H  2.10  2.09  -0.92
O  3.00  2.48  -1.25

Values from the calculation:
spin multiplicity	2
lowest unoccupied orbital energy (spin up / spin down)	-0.0113 / -0.1910	hartree
charge	0
ΔE to the lowest compared entry with this formula, charge and spin	164.2	kJ/mol
total energy	-36866.3505	eV
orbital gap (spin up / spin down)	10.27 / 5.36	eV

Partial charges, Löwdin, in e:
1. O 0.07
2. C -0.55
3. O 0.05
4. C -0.16
5. C -0.11
6. C -0.22
7. O -0.09
8. N 0.18
9. H 0.20
10. H 0.11
11. H 0.11
12. H 0.15
13. H 0.10
14. H 0.15
15. H 0.13
16. H 0.08
17. H 0.08
18. H -0.06
19. O 0.02
20. H 0.04
21. H -0.03
22. O -0.03
23. H 0.02
24. H 0.04
25. O -0.07
26. H -0.04
27. H 0.00
28. O -0.02
29. H 0.03
30. H 0.01
31. O -0.08
32. H 0.10
33. H -0.02
34. O -0.10
35. H 0.03
36. H 0.00
37. O -0.05
38. H -0.06
39. H 0.04
40. O -0.03
41. H 0.06
42. H 0.03
43. O -0.09
44. H 0.00
45. H 0.01
46. O 0.00
47. H 0.01
48. H 0.04
49. O -0.05
50. H 0.01
51. H 0.05
52. O -0.05